Entry 1:
Below is a 2-piece molecular cluster, O3S2 overall in a non-equilibrium geometry, with properties calculated with the ωB97M-V functional and the def2-TZVPD basis.

Cartesian coordinates (Å):
O1 -0.53 0.43 -0.44
O2 -2.56 -0.81 0.12
O3 3.10 0.28 0.36
S1 -1.87 0.45 0.11
S2 1.84 -0.27 -0.17

The calculation puts the lowest unoccupied orbital energy (spin up / spin down) at -1.68 / -1.77 eV. The HOMO energy (spin up / spin down) comes out at -0.3273 / -0.4537 Eh. The spin multiplicity is 3. The calculation puts the relative energy (zero: lowest compared OMol25 entry of this formula, charge and spin) at 25.2 kJ/mol. Its HOMO-LUMO gap (spin up / spin down) is 7.23 / 10.58 eV.



Entry 2:
Below is C50H125B2F6HgN12O23S2 as an isolated structure in a non-equilibrium geometry, with properties calculated with the ωB97M-V functional and the def2-TZVPD basis.

Cartesian coordinates (Å):
Hg1 0.28 -0.95 -2.74
O1 -4.04 -0.05 -3.08
C1 -4.18 -1.13 -3.57
O2 -5.21 -1.71 -4.12
B1 -4.78 -2.98 -4.75
O3 -3.35 -3.15 -4.33
C2 -2.98 -2.09 -3.63
O4 -1.88 -1.84 -3.20
O5 -4.99 -2.92 -6.20
C3 -5.74 -3.92 -6.63
O6 -6.21 -4.04 -7.73
C4 -6.12 -4.74 -5.39
O7 -5.58 -4.17 -4.33
O8 -6.74 -5.77 -5.37
C5 1.66 -1.03 1.54
F1 0.76 -1.95 1.80
F2 2.01 -0.35 2.63
F3 2.77 -1.63 1.10
S1 1.01 0.23 0.26
O9 0.72 1.49 0.87
O10 2.04 0.28 -0.75
N1 -0.23 -0.58 -0.58
S2 -1.54 -0.44 0.31
O11 -1.32 -0.09 1.70
O12 -2.54 0.36 -0.36
C6 -2.21 -2.24 0.35
F4 -1.99 -2.80 1.55
F5 -3.50 -2.24 0.08
F6 -1.53 -3.02 -0.49
B2 -0.43 1.49 -3.06
H1 -0.47 2.33 -3.82
H2 -0.69 1.97 -2.05
H3 -1.16 0.63 -3.35
H4 0.62 1.02 -2.97
C7 -0.25 -0.68 5.05
C8 -0.93 -1.86 5.73
C9 -0.86 -3.11 4.85
O13 -1.46 -4.22 5.53
C10 -1.36 -5.42 4.78
N2 -0.30 -2.10 7.03
H5 -0.66 -0.52 4.05
H6 0.81 -0.86 4.86
H7 -0.44 0.22 5.63
H8 -1.98 -1.60 5.92
H9 0.19 -3.38 4.68
H10 -1.39 -2.96 3.91
H11 -0.35 -5.84 4.75
H12 -1.65 -5.23 3.74
H13 -2.12 -6.12 5.11
H14 -0.46 -3.08 7.25
H15 0.70 -1.93 7.02
C11 2.18 4.81 -0.44
C12 1.22 4.88 -1.61
C13 1.79 4.27 -2.89
O14 0.81 4.34 -3.94
C14 1.41 3.98 -5.17
N3 -0.09 4.31 -1.29
H16 3.21 5.01 -0.76
H17 2.10 3.87 0.10
H18 1.98 5.64 0.24
H19 1.00 5.92 -1.89
H20 2.14 3.24 -2.78
H21 2.59 4.96 -3.21
H22 0.59 4.01 -5.88
H23 1.88 3.00 -5.09
H24 2.14 4.74 -5.48
H25 0.15 3.35 -1.06
H26 -0.45 4.59 -0.39
C15 -4.46 -1.82 3.17
C16 -3.91 -0.71 4.03
C17 -4.35 0.71 3.65
O15 -4.22 0.94 2.24
C18 -5.23 1.77 1.72
N4 -4.27 -0.92 5.42
H27 -4.43 -1.55 2.12
H28 -5.53 -1.89 3.39
H29 -3.95 -2.77 3.32
H30 -2.82 -0.68 3.97
H31 -3.75 1.44 4.21
H32 -5.35 0.97 4.02
H33 -6.22 1.53 2.14
H34 -5.21 1.64 0.64
H35 -5.03 2.84 1.80
H36 -5.29 -0.85 5.48
H37 -4.13 -1.88 5.71
C19 -0.73 -6.90 0.95
C20 0.00 -5.62 0.59
C21 1.38 -5.56 1.25
O16 1.18 -5.36 2.63
C22 2.35 -5.46 3.42
N5 0.15 -5.45 -0.86
H38 -0.19 -7.81 0.67
H39 -1.79 -6.94 0.72
H40 -0.62 -7.06 2.03
H41 -0.55 -4.75 0.95
H42 1.92 -4.72 0.79
H43 1.88 -6.51 1.00
H44 2.17 -4.99 4.38
H45 3.24 -5.05 2.93
H46 2.48 -6.53 3.63
H47 -0.81 -5.51 -1.22
H48 0.62 -6.26 -1.24
C23 -5.76 3.15 -2.52
C24 -4.42 3.81 -2.78
C25 -4.26 5.12 -2.01
O17 -2.92 5.58 -2.24
C26 -2.69 6.87 -1.71
N6 -3.38 2.83 -2.51
H49 -6.62 3.78 -2.75
H50 -5.87 2.83 -1.47
H51 -5.83 2.26 -3.14
H52 -4.38 3.96 -3.87
H53 -4.37 5.04 -0.92
H54 -4.90 5.92 -2.40
H55 -3.34 7.62 -2.16
H56 -1.70 7.22 -2.00
H57 -2.75 6.87 -0.62
H58 -3.54 1.91 -2.92
H59 -3.52 2.48 -1.56
C27 -4.94 -5.42 -1.18
C28 -3.82 -6.27 -1.76
C29 -4.30 -7.35 -2.72
O18 -5.27 -8.12 -2.06
C30 -5.81 -9.10 -2.91
N7 -2.74 -5.42 -2.24
H60 -5.72 -6.03 -0.72
H61 -5.44 -4.86 -1.97
H62 -4.55 -4.76 -0.39
H63 -3.45 -6.83 -0.89
H64 -3.39 -7.90 -2.99
H65 -4.78 -6.94 -3.62
H66 -5.03 -9.74 -3.32
H67 -6.32 -8.63 -3.76
H68 -6.51 -9.72 -2.35
H69 -3.14 -4.86 -3.00
H70 -2.73 -4.66 -1.56
C31 4.75 1.60 0.89
C32 5.20 2.26 -0.41
C33 6.66 2.72 -0.45
O19 6.98 3.54 0.66
C34 8.16 4.25 0.53
N8 4.91 1.40 -1.54
H71 4.77 2.21 1.79
H72 5.22 0.62 1.04
H73 3.70 1.32 0.82
H74 4.70 3.23 -0.51
H75 6.76 3.31 -1.38
H76 7.38 1.90 -0.59
H77 8.30 4.90 1.40
H78 8.22 4.86 -0.38
H79 9.04 3.60 0.54
H80 4.00 0.98 -1.38
H81 5.54 0.62 -1.67
C35 3.08 -4.51 -2.56
C36 2.52 -3.09 -2.36
C37 3.21 -2.13 -3.32
O20 2.51 -0.89 -3.34
C38 3.19 0.19 -3.95
N9 1.08 -3.13 -2.60
H82 4.15 -4.53 -2.74
H83 2.56 -5.03 -3.37
H84 2.91 -5.08 -1.65
H85 2.60 -2.79 -1.31
H86 3.25 -2.54 -4.34
H87 4.25 -1.95 -3.00
H88 3.24 0.05 -5.04
H89 4.21 0.31 -3.58
H90 2.59 1.09 -3.83
H91 0.97 -3.81 -3.35
H92 0.70 -3.70 -1.83
C39 1.20 6.40 5.98
C40 2.37 6.42 4.98
C41 2.27 5.29 3.95
O21 2.35 4.02 4.57
C42 2.15 2.94 3.73
N10 2.42 7.73 4.32
H93 1.38 7.10 6.79
H94 0.98 5.41 6.37
H95 0.31 6.77 5.47
H96 3.33 6.26 5.49
H97 2.94 5.39 3.09
H98 1.28 5.38 3.49
H99 2.46 2.02 4.23
H100 2.72 3.04 2.79
H101 1.11 2.75 3.44
H102 2.72 8.46 4.95
H103 3.18 7.72 3.64
C43 7.43 -0.65 -4.45
C44 8.48 -0.32 -3.36
C45 8.14 -1.15 -2.09
O22 6.81 -0.88 -1.71
C46 6.24 -1.65 -0.68
N11 9.82 -0.60 -3.93
H104 7.36 0.14 -5.19
H105 6.43 -0.63 -4.02
H106 7.61 -1.59 -4.97
H107 8.42 0.75 -3.17
H108 8.77 -0.83 -1.25
H109 8.29 -2.20 -2.36
H110 5.21 -1.32 -0.56
H111 6.78 -1.51 0.27
H112 6.28 -2.71 -0.95
H113 10.51 -0.37 -3.22
H114 9.92 0.15 -4.61
C47 -2.16 3.47 1.40
C48 -2.41 4.95 1.68
C49 -2.75 5.21 3.13
O23 -3.89 4.50 3.63
C50 -5.12 4.97 3.14
N12 -1.13 5.64 1.38
H115 -2.89 2.89 1.99
H116 -1.20 3.04 1.69
H117 -2.33 3.10 0.39
H118 -3.16 5.28 0.96
H119 -2.90 6.30 3.22
H120 -1.94 4.95 3.81
H121 -5.86 4.20 3.36
H122 -5.12 5.11 2.06
H123 -5.43 5.88 3.66
H124 -0.43 5.19 1.95
H125 -1.23 6.61 1.68

Its total charge is -1. The calculation puts the lowest unoccupied orbital energy at 1.47 eV. The HOMO energy comes out at -0.2085 Eh. Its HOMO-LUMO gap is 7.14 eV.



Entry 3:
Below is C40H34ClMnN4O4S5 as an isolated structure in a non-equilibrium geometry, with properties calculated with the ωB97M-V functional and the def2-TZVPD basis.

Cartesian coordinates (Å):
Mn1 0.13 0.15 -0.03
C1 -0.44 -8.06 0.32
O1 -0.57 -6.70 -0.02
C2 -1.51 -6.36 -0.95
C3 -2.34 -7.27 -1.60
C4 -3.26 -6.81 -2.54
C5 -3.34 -5.46 -2.84
C6 -2.51 -4.56 -2.19
C7 -1.60 -4.99 -1.24
N1 -0.76 -4.15 -0.49
C8 -0.85 -2.79 -0.27
N2 -2.11 -2.33 -0.30
C9 -2.66 -1.04 -0.13
C10 -1.94 0.15 -0.03
C11 -2.74 1.31 0.06
C12 -4.12 1.29 0.05
C13 -4.81 0.09 -0.06
C14 -4.06 -1.07 -0.14
O2 -4.70 -2.31 -0.28
C15 -5.30 -2.76 0.93
N3 0.20 -2.05 0.02
C16 1.44 -2.78 -0.02
C17 2.33 -2.49 -1.06
C18 3.53 -3.16 -1.21
C19 3.87 -4.17 -0.32
C20 3.00 -4.49 0.71
C21 1.81 -3.78 0.89
O3 1.02 -4.26 1.90
C22 0.58 -3.34 2.89
H1 0.34 -8.11 1.07
H2 -0.14 -8.66 -0.54
H3 -1.37 -8.45 0.75
H4 -2.28 -8.32 -1.39
H5 -3.90 -7.52 -3.05
H6 -4.04 -5.11 -3.58
H7 -2.56 -3.51 -2.45
H8 0.07 -4.61 -0.15
H9 -2.82 -3.05 -0.30
H10 -2.24 2.27 0.15
H11 -4.67 2.22 0.11
H12 -5.89 0.05 -0.10
H13 -6.19 -2.18 1.16
H14 -4.59 -2.70 1.76
H15 -5.58 -3.80 0.78
H16 2.05 -1.72 -1.77
H17 4.19 -2.90 -2.03
H18 4.80 -4.72 -0.44
H19 3.24 -5.28 1.41
H20 0.47 -3.91 3.82
H21 -0.38 -2.90 2.64
H22 1.33 -2.56 3.06
S1 0.05 4.92 -5.78
C23 0.06 3.87 -4.46
S2 0.08 2.14 -4.59
C24 0.08 1.74 -2.90
C25 0.06 2.80 -2.05
S3 0.07 2.62 -0.34
S4 0.04 4.37 -2.80
S5 0.11 0.07 -2.43
Cl1 4.17 -1.44 2.02
C26 4.68 -0.27 0.85
C27 6.05 -0.08 0.73
C28 6.56 0.79 -0.23
C29 5.68 1.45 -1.08
C30 4.32 1.24 -0.96
C31 3.79 0.38 0.02
C32 2.35 0.23 0.00
H23 6.72 -0.62 1.38
H24 7.62 0.93 -0.31
H25 6.06 2.12 -1.84
H26 3.64 1.76 -1.62
H27 1.85 -0.49 0.67
H28 1.83 0.28 -0.99
C33 0.10 0.24 2.17
C34 0.95 1.38 2.88
C35 0.37 2.64 3.09
C36 1.00 3.58 3.87
C37 2.22 3.30 4.49
C38 2.80 2.05 4.28
C39 2.17 1.11 3.50
C40 2.84 4.26 5.36
N4 3.33 5.02 6.06
H29 -0.94 0.41 2.44
H30 0.55 -0.71 2.42
H31 -0.59 2.87 2.65
H32 0.52 4.55 4.03
H33 3.74 1.81 4.77
H34 2.62 0.13 3.39
O4 1.15 1.19 0.90

Its total charge is -1. The calculation puts the lowest unoccupied orbital energy (spin up / spin down) at 1.92 / 1.91 eV. The HOMO energy (spin up / spin down) comes out at -0.1397 / -0.1387 Eh. The spin multiplicity is 2. The calculation puts the relative energy (zero: lowest compared OMol25 entry of this formula, charge and spin) at 0.0 kJ/mol. Its HOMO-LUMO gap (spin up / spin down) is 5.72 / 5.68 eV.



For the records above, the corresponding E values read -1022.02082; -5966.32799; -5666.56820 Eh.